one) Density functional theory data (ωB97M-V/def2-TZVPD) for a single C4H12N2 molecule.

```
18
Properties=species:S:1:pos:R:3
C 0.443 -0.788 1.315
C -0.197 -0.175 0.136
C -0.505 -1.262 -0.845
N -1.373 0.648 0.440
C 0.930 0.732 -0.286
N 0.425 1.573 -1.458
H 0.998 -0.066 1.994
H -0.208 -1.338 2.060
H 1.207 -1.482 0.943
H 0.337 -2.016 -0.909
H -1.399 -1.777 -0.606
H -0.597 -0.769 -1.893
H -1.412 0.783 1.538
H -2.198 0.024 0.227
H 1.797 0.199 -0.587
H 1.189 1.465 0.580
H -0.487 1.909 -1.206
H 1.051 2.339 -1.442
```

## Properties
* SMILES: CC(C)(N)CN
* HOMO level: -9.067 eV
* gap between HOMO and LUMO: 10.047 eV

two) Density functional theory data (ωB97M-V/def2-TZVPD) for a single C4H12N2 molecule.

```
18
Properties=species:S:1:pos:R:3
C 0.589 0.169 -2.505
C 1.414 0.102 -1.226
N 0.690 0.642 -0.069
C 0.353 -0.271 0.999
C -1.090 -0.718 1.005
N -1.902 0.114 1.940
H 1.252 -0.008 -3.352
H -0.208 -0.568 -2.562
H 0.148 1.161 -2.597
H 1.696 -0.933 -1.006
H 2.315 0.693 -1.396
H 1.216 1.430 0.278
H 0.999 -1.173 0.997
H 0.663 0.072 1.979
H -1.154 -1.714 1.433
H -1.513 -0.691 0.000
H -2.879 0.016 1.679
H -1.706 1.098 1.777
```

## Properties
* SMILES: CCNCCN
* HOMO level: -8.870 eV
* gap between HOMO and LUMO: 10.090 eV

three) Density functional theory data (ωB97M-V/def2-TZVPD) for a 2-piece molecular cluster, C4H12N2 overall.

```
18
Properties=species:S:1:pos:R:3
C -0.653 -2.180 3.381
C -0.283 -1.308 2.430
N -0.907 -0.953 1.272
H -1.677 -2.545 3.382
H -0.137 -2.534 4.257
H 0.569 -0.714 2.726
H -1.570 -1.481 0.730
H -0.345 -0.345 0.705
C 0.279 0.945 -3.041
N 0.324 0.496 -1.625
C 0.608 1.689 -0.765
H -0.635 1.574 -3.194
H 1.193 1.459 -3.342
H 0.129 0.053 -3.652
H 1.156 -0.088 -1.552
H 1.506 2.149 -1.173
H 0.675 1.398 0.272
H -0.233 2.386 -0.812
```

## Properties
* SMILES: C=CN.CNC
* HOMO level: -7.805 eV
* gap between HOMO and LUMO: 8.754 eV

Short version: two) is the most stable of them.